Entry from the OMol25 dataset: C8H18OSSi in the gas phase (ωB97M-V/def2-TZVPD).

Bonds (Å) are listed after each position.
Cartesian coordinates (Å):
1 H 1.59 1.00 -0.61  C10 1.113
2 H 0.38 0.46 1.77  C19 1.064
3 S -0.57 -2.70 -0.89  C20 1.906, O24 1.463
4 H -3.55 0.83 -0.46  C11 1.025
5 H -1.54 2.88 -0.56  C26 1.098
6 H 2.07 0.33 2.23  C19 1.072
7 H -3.00 0.25 1.17  C11 1.149
8 H 0.11 2.47 -0.89  C26 1.095
9 C 2.06 -2.30 0.70  H12 1.114, H15 1.149, C16 1.556, H21 1.115
10 C 2.07 0.00 -0.51  H1 1.113, C16 1.507, H18 1.157, H23 1.062
11 C -2.93 0.17 0.03  H4 1.025, H7 1.149, Si25 1.848, H27 1.124
12 H 2.90 -2.07 1.40  C9 1.114
13 H 1.20 -0.99 2.58  C19 1.127
14 H -1.80 -0.51 -3.12  C17 1.112
15 H 2.43 -2.71 -0.31  C9 1.149
16 C 1.34 -0.96 0.39  C9 1.556, C10 1.507, C19 1.606, C20 1.499
17 C -1.20 0.31 -2.66  H14 1.112, H22 1.061, Si25 1.980, H28 1.046
18 H 3.11 0.31 -0.13  C10 1.157
19 C 1.23 -0.18 1.79  H2 1.064, H6 1.072, H13 1.127, C16 1.606
20 C 0.00 -0.99 -0.27  S3 1.906, C16 1.499, Si25 1.894
21 H 1.24 -2.94 1.09  C9 1.115
22 H -1.73 1.15 -3.04  C17 1.061
23 H 2.30 -0.33 -1.49  C10 1.062
24 O -1.80 -2.53 -1.66  S3 1.463
25 Si -1.24 0.39 -0.69  C11 1.848, C17 1.980, C20 1.894, C26 1.939
26 C -0.73 2.20 -0.24  H5 1.098, H8 1.095, Si25 1.939, H29 1.059
27 H -3.28 -0.86 -0.25  C11 1.124
28 H -0.21 0.19 -2.98  C17 1.046
29 H -0.49 2.38 0.78  C26 1.059

## Properties
ΔE to the lowest compared entry with this formula, charge and spin = 0.9614 eV
DFT total energy = -29346.1288 eV
F_max = 5.3 eV Å⁻¹
E_LUMO (spin up / spin down) = -0.01557 / -0.02157 Eh
HOMO level (spin up / spin down) = -8.57 / -8.33 eV